1.
8
Properties=species:S:1:pos:R:3 method="wB97M-V/def2-TZVPD" homo_energy_ha=-0.42440 de_lowest_kj_mol=18.5 orbital_gap_ev=10.65 energy_ev=-22907.57635
F -1.32 -0.80 -0.56
N 1.49 -1.35 0.69
O 1.03 1.05 0.17
F -0.87 1.06 -1.52
H 0.60 -1.68 0.35
C -1.27 0.54 -0.38
O -1.64 1.10 0.57
S 1.98 0.08 0.70

2.
8
Properties=species:S:1:pos:R:3 method="wB97M-V/def2-TZVPD" homo_energy_ha="-0.19414 / -0.11835" de_lowest_kj_mol=321.3 orbital_gap_ev="9.04 / 6.43" charge=-1 energy_ev=-23464.55007
O 2.11 -2.48 0.90
O 2.48 -0.28 -0.21
F -1.00 1.09 -1.14
F -1.92 0.23 0.67
C -0.74 0.30 -0.07
O 3.35 -0.68 2.05
H 0.06 0.57 0.50
S 2.38 -1.08 1.06

3.
9
Properties=species:S:1:pos:R:3 method="wB97M-V/def2-TZVPD" homo_energy_ha=-0.19227 de_lowest_kj_mol=141.4 orbital_gap_ev=8.65 charge=-1 energy_ev=-25513.70122
F 1.40 -0.84 0.97
O -2.07 1.91 0.10
S -1.37 0.64 -0.30
H -2.07 -1.59 -0.17
C 1.70 0.04 0.01
O 0.23 0.81 0.09
O -1.96 -0.78 0.45
F 1.42 -0.82 -1.07
O 2.73 0.63 -0.08

4.
11
Properties=species:S:1:pos:R:3 method="wB97M-V/def2-TZVPD" homo_energy_ha="-0.17512 / -0.23132" de_lowest_kj_mol=19.3 orbital_gap_ev="7.35 / 8.23" charge=-1 energy_ev=-38395.02634
O 2.57 1.39 0.20
F -0.93 -1.57 -1.16
H 0.23 -1.71 0.47
S 4.04 -1.19 0.26
O 5.11 -0.34 0.83
S 2.40 0.28 -0.66
O 4.45 -1.92 -0.95
F -1.10 -0.12 0.40
O 2.63 0.50 -2.10
O 3.18 -1.83 1.20
C -0.18 -0.99 -0.19